1.
DFT (ωB97M-V/def2-TZVPD) results for a single C9H12N4O molecule.

The energy above the lowest of the compared OMol25 structures with the same formula, charge and spin comes out at 82.3 kcal/mol. As for the HOMO energy: -9.2 eV. For the energy, the calculation gives -644.2800 Ha. The SMILES is CO[C@@]1(n2ccnn2)N=CCC=C1C. The lowest unoccupied orbital energy is 0.032 Eh.

```
26
Properties=species:S:1:pos:R:3:forces:R:3
C -0.8511 0.9288 -2.4492 -1.667 4.317 0.834
O 0.0501 0.9659 -1.3083 -0.360 0.661 -1.325
C -0.2102 -0.0400 -0.4404 2.614 -1.257 2.650
N -1.2363 0.3973 0.4802 -2.336 0.939 1.245
C -1.6458 1.6713 0.7167 -0.531 -2.030 0.474
C -2.6229 1.5502 1.6274 -2.217 1.560 3.083
N -2.7412 0.2503 2.0146 -0.661 0.863 -0.575
N -1.9628 -0.4147 1.2831 1.866 -2.345 -1.086
N -0.6110 -1.2275 -1.0919 -0.258 -0.896 0.431
C -0.5062 -2.3157 -0.4398 0.233 0.031 -0.778
C 0.1847 -2.5188 0.9240 -2.238 -1.185 -0.975
C 1.1689 -1.4453 1.1644 -2.056 0.385 -1.817
C 1.0991 -0.3001 0.5203 -2.013 -0.272 -0.780
C 1.9774 0.8472 0.6291 2.140 -0.585 1.370
H -0.7808 2.0313 -2.9910 -0.063 -2.911 1.492
H -1.9419 0.7883 -2.0754 1.842 0.151 -0.844
H -0.5388 0.1752 -3.0909 0.228 -1.247 -1.259
H -1.1755 2.4750 0.3366 1.246 2.463 -1.484
H -3.2870 2.2634 2.2234 1.406 -0.692 -1.407
H -0.8346 -3.1619 -1.0850 0.193 0.058 1.121
H 0.6428 -3.5021 0.7868 0.233 0.010 0.460
H -0.6644 -2.6544 1.6857 1.347 0.410 -0.820
H 2.0271 -1.6607 1.6542 2.397 -0.651 1.995
H 1.5242 1.5821 1.2242 -0.852 1.248 0.939
H 1.9544 1.1999 -0.3378 0.936 1.438 -2.107
H 3.0292 0.7520 1.0677 -1.428 -0.463 -0.835
```
Forces are in eV/Å.

Results of the natural (NBO) charge analysis, in e, for atoms 1 through 8: -0.2537 -0.5422 0.5063 -0.2174 -0.0747 -0.1397 -0.2230 -0.0696



2.
DFT (ωB97M-V/def2-TZVPD) results for 9 unconnected molecules or ions with the total composition H18O9.

The energy above the lowest of the compared OMol25 structures with the same formula, charge and spin comes out at 123.5 kcal/mol. As for the HOMO energy: -10.3 eV. For the energy, the calculation gives -687.8289 Ha. The lowest unoccupied orbital energy is -0.029 Eh.

```
27
Properties=species:S:1:pos:R:3:forces:R:3
O 12.9990 20.9160 9.3930 5.097 -3.956 1.587
H 12.4220 21.4700 8.9740 -4.969 4.448 -3.103
H 13.8760 21.3950 9.3290 -0.753 -0.578 0.129
H 13.0450 20.1620 8.7270 0.189 0.599 0.583
O 11.3660 22.1890 7.7670 0.404 -0.382 0.671
H 11.6050 21.5620 7.1030 0.115 -1.040 -0.211
O 9.3550 20.6320 8.9840 -4.398 -1.483 0.797
H 8.5680 21.1820 8.6890 1.323 -1.050 0.449
H 10.0510 21.1300 8.6950 3.081 2.358 -1.148
O 8.6860 23.0380 7.4410 -5.258 3.555 2.166
H 9.5260 22.7260 7.4440 4.475 -1.300 0.168
H 8.5850 23.7040 8.2340 0.577 -2.119 -2.498
O 13.7840 20.6200 6.3310 0.847 -1.441 0.775
H 14.0510 19.7460 5.9720 -0.324 0.866 0.272
H 13.2040 20.9940 5.6720 -0.431 0.445 -0.739
O 10.4420 19.5300 6.1660 0.660 0.382 -1.052
H 10.7420 20.3410 5.7120 -0.290 -0.606 -0.301
H 10.3800 19.8270 7.0610 -0.641 -0.001 1.218
O 12.9250 24.1780 7.2240 -0.361 -0.641 -1.527
H 12.3600 23.3390 7.3690 0.935 1.544 1.005
H 13.3900 24.5610 7.9590 -0.272 -0.353 0.666
O 11.7520 21.9350 4.9440 -0.332 0.441 -0.882
H 11.4720 22.5810 4.2570 0.354 -0.693 0.708
H 11.5600 22.3620 5.7880 -0.160 0.711 -0.173
O 10.9420 23.7850 9.7710 -2.690 2.380 0.104
H 10.8430 23.2760 8.8900 -0.255 1.643 1.688
H 10.2090 24.5940 9.9500 3.076 -3.729 -1.352
```
Forces are in eV/Å.

Results of the natural (NBO) charge analysis, in e, for atoms 1 through 8: -0.7386 0.5534 0.5572 0.5677 -1.2674 0.4468 -0.9701 0.4918



3.
DFT (ωB97M-V/def2-TZVPD) results for a single C2H4N2O4S molecule.

The energy above the lowest of the compared OMol25 structures with the same formula, charge and spin comes out at 87.3 kcal/mol. As for the HOMO energy (alpha / beta): -10.1 / -8.6 eV. For the energy, the calculation gives -887.0353 Ha. The lowest unoccupied orbital energy (alpha / beta) is -0.019 / -0.048 Eh.

```
13
Properties=species:S:1:pos:R:3:forces:R:3
C -1.3846 -1.0029 -1.1216 -1.311 -0.436 0.528
C -0.1980 0.9586 0.6408 0.860 -2.525 -2.366
N -1.3532 -1.0133 0.3352 -0.276 -2.442 -0.829
N -0.8365 -0.1192 -1.7657 0.019 0.118 -0.558
O 2.1953 0.8774 1.2092 -0.318 0.366 -0.132
O 1.3790 -1.0231 -0.0682 -0.130 -1.096 -0.315
O 1.6515 1.1537 -1.2389 0.137 0.001 0.576
O -1.2432 0.2080 0.8686 -1.190 1.226 1.970
S 1.2971 0.3829 -0.0933 1.475 1.276 1.359
H -2.1168 -1.8297 -1.4073 1.239 0.885 -0.257
H -0.3299 1.9701 0.7826 -0.292 1.964 0.442
H -2.2366 -1.4566 0.6352 0.583 0.920 0.431
H 3.1760 0.8942 1.2234 -0.795 -0.256 -0.849
```
Forces are in eV/Å.

Results of the natural (NBO) charge analysis, in e, for atoms 1 through 8: 0.0766 -0.1181 -0.2924 -0.3126 -0.9405 -0.9079 -0.8798 -0.2677



4.
DFT (ωB97M-V/def2-TZVPD) results for a gas-phase ion, C3H8N3 (charge +1).

The total charge is +1. The energy above the lowest of the compared OMol25 structures with the same formula, charge and spin comes out at 86.3 kcal/mol. As for the HOMO energy: -14.7 eV. For the energy, the calculation gives -283.0262 Ha. The SMILES is C[N@@H+]1CN=CN1. The lowest unoccupied orbital energy is -0.123 Eh.

```
14
Properties=species:S:1:pos:R:3:forces:R:3
C -0.3661 -0.0088 1.6940 2.139 2.067 -0.624
N -0.5488 -0.0411 0.1990 0.651 -0.222 -0.475
C 0.5158 -1.1207 -0.6025 1.515 -0.937 3.470
N 0.9646 -0.4298 -1.6842 0.234 0.045 0.019
C 0.6647 0.7821 -1.5350 -1.294 1.195 -3.660
N -0.2304 1.1718 -0.5386 1.303 -0.998 0.344
H 0.2565 0.8743 2.0130 -0.390 -0.978 -0.846
H -1.2108 0.0622 2.2717 -2.799 0.489 0.521
H 0.0640 -0.8865 2.0822 1.039 -1.327 -0.251
H -1.4312 -0.4659 -0.0779 -0.520 0.624 0.168
H -0.0381 -2.0704 -0.7572 0.323 0.724 0.044
H 1.4082 -1.2154 0.1626 -1.974 -0.251 -1.156
H 0.7838 1.3775 -2.4896 0.236 0.315 1.834
H -0.8323 1.9706 -0.7376 -0.465 -0.746 0.614
```
Forces are in eV/Å.

Results of the natural (NBO) charge analysis, in e, for atoms 1 through 8: -0.4385 -0.2467 -0.0237 -0.4223 0.2642 -0.4707 0.2579 0.2410